Entry from the Open Molecules 2025 dataset: a cluster of 3 separate species, C18H54N7O5P4 in total (the ωB97M-V functional and the def2-TZVPD basis).

Cartesian coordinates (Å):
C (4.79, 4.82, 3.99)
C (4.27, 4.58, 5.29)
C (2.72, 4.60, 5.64)
P (1.62, 3.61, 4.41)
C (1.51, 2.07, 5.54)
C (2.56, 0.95, 5.23)
C (2.13, -0.10, 4.11)
N (0.90, 0.22, 3.37)
P (-0.21, 4.55, 5.33)
O (-1.39, 3.58, 5.44)
O (0.04, 5.20, 6.87)
O (-0.71, 5.76, 4.21)
H (5.24, 5.78, 3.63)
H (4.75, 3.98, 3.25)
H (4.97, 4.40, 6.15)
H (2.44, 5.70, 5.54)
H (2.59, 4.34, 6.71)
H (0.70, 3.04, 3.43)
H (1.78, 4.73, 3.47)
H (2.77, 3.00, 3.75)
H (0.45, 1.68, 5.48)
H (1.65, 2.34, 6.63)
H (3.58, 1.37, 5.01)
H (2.69, 0.36, 6.19)
H (2.96, -0.12, 3.35)
H (2.04, -1.15, 4.48)
H (0.08, 0.25, 3.95)
H (1.00, 1.05, 2.78)
H (-0.72, 5.04, 7.45)
H (-0.63, 5.29, 3.37)
O (3.09, 1.23, -1.16)
P (2.88, -0.29, -1.11)
N (4.09, -0.65, -2.29)
C (4.09, -1.77, -3.21)
C (5.46, -0.45, -1.80)
N (1.32, -0.19, -1.86)
C (1.22, 0.10, -3.28)
C (0.40, 0.69, -1.13)
N (2.62, -2.04, -0.84)
C (1.38, -2.73, -1.15)
C (3.03, -2.40, 0.53)
H (4.42, -2.70, -2.73)
H (4.77, -1.56, -4.04)
H (3.12, -1.95, -3.65)
H (5.77, -1.27, -1.15)
H (5.54, 0.48, -1.23)
H (6.17, -0.37, -2.63)
H (1.85, 0.94, -3.59)
H (0.19, 0.33, -3.56)
H (1.48, -0.78, -3.88)
H (0.58, 1.75, -1.34)
H (0.49, 0.55, -0.05)
H (-0.64, 0.46, -1.39)
H (0.53, -2.35, -0.57)
H (1.48, -3.80, -0.94)
H (1.14, -2.68, -2.21)
H (2.33, -2.01, 1.27)
H (4.02, -1.99, 0.75)
H (3.10, -3.49, 0.65)
O (-3.20, -0.26, -3.50)
P (-4.06, -1.50, -3.75)
N (-5.54, -0.80, -3.21)
C (-6.65, -1.51, -2.60)
C (-6.07, 0.21, -4.11)
N (-3.31, -2.41, -2.47)
C (-3.63, -2.11, -1.09)
C (-1.85, -2.48, -2.61)
N (-4.92, -2.98, -4.27)
C (-4.71, -4.31, -3.69)
C (-4.85, -3.11, -5.74)
H (-7.28, -2.02, -3.34)
H (-7.28, -0.81, -2.06)
H (-6.34, -2.25, -1.87)
H (-6.54, -0.25, -4.99)
H (-5.28, 0.88, -4.47)
H (-6.81, 0.84, -3.61)
H (-3.61, -1.03, -0.87)
H (-2.94, -2.61, -0.40)
H (-4.62, -2.50, -0.82)
H (-1.36, -1.56, -2.27)
H (-1.57, -2.64, -3.66)
H (-1.45, -3.32, -2.04)
H (-3.69, -4.67, -3.82)
H (-5.39, -5.03, -4.16)
H (-4.96, -4.32, -2.63)
H (-3.84, -3.38, -6.08)
H (-5.13, -2.16, -6.22)
H (-5.56, -3.86, -6.11)

Computed properties:
Total energy   -77356.75774 eV
Net charge   -1
Kohn-Sham gap   3.981 eV